Entry w
This record from OMol25 describes 2 unconnected molecules or ions with the total composition C2H4O3. The level of theory is ωB97M-V with the def2-TZVPD basis set.

HOMO-LUMO gap: 0.3995 Ha
E_HOMO: -10.36 eV
SMILES string: O=C=O.CO

Positions of all 9 atoms, in Å:
O 2.1340 1.1220 0.0668
C 2.6661 0.1264 -0.0794
O 3.3099 -0.7939 -0.2662
C -1.7208 -0.1282 -0.1178
O -0.5076 -0.3445 0.5995
H -1.3816 0.1741 -1.1458
H -2.5106 0.6255 0.4697
H -2.0760 -1.1652 -0.3544
H 0.0866 0.3838 0.8276

Atomic partial charges in e from the Löwdin method, atoms 1 to 6: atom 1 (O): 0.217, atom 2 (C): -0.446, atom 3 (O): 0.239, atom 4 (C): -0.173, atom 5 (O): -0.172, atom 6 (H): 0.073

=====

Entry x
This record from OMol25 describes 2 unconnected molecules or ions with the total composition C2H4O3. The level of theory is ωB97M-V with the def2-TZVPD basis set.

HOMO-LUMO gap: 0.3103 Ha
E_HOMO: -10.17 eV

Positions of all 9 atoms, in Å:
C 0.4144 0.4496 0.7554
C 0.0395 0.1749 -0.6625
H -0.2903 0.5625 2.8625
H 1.3854 -0.0931 0.9275
H 0.7830 1.4802 1.2013
H -0.8677 -1.1403 0.2970
O -0.4352 -0.2297 1.6108
O -0.7621 -0.8177 -0.6853
O 0.7307 0.4778 -1.6562

Atomic partial charges in e from the Löwdin method, atoms 1 to 6: atom 1 (C): -0.268, atom 2 (C): -0.552, atom 3 (H): 0.370, atom 4 (H): 0.138, atom 5 (H): 0.156, atom 6 (H): 0.151

=====

Entry y
This record from OMol25 describes 2 unconnected molecules or ions with the total composition C2H4O3. The level of theory is ωB97M-V with the def2-TZVPD basis set.

HOMO-LUMO gap: 0.4009 Ha
E_HOMO: -10.84 eV
SMILES string: O=CO.C=O

Positions of all 9 atoms, in Å:
O -0.6126 -1.1338 1.3265
C -1.2440 -0.9234 0.3343
O -0.7707 -0.8073 -0.9030
H -2.3390 -0.8349 0.3503
H -0.0802 -0.1488 -1.1599
C 1.2168 0.9357 0.0255
O 1.2766 0.9703 -1.1818
H 1.2127 1.8997 0.5585
H 1.3403 0.0425 0.6494

Atomic partial charges in e from the Löwdin method, atoms 1 to 6: atom 1 (O): 0.065, atom 2 (C): -0.406, atom 3 (O): 0.046, atom 4 (H): 0.138, atom 5 (H): 0.064, atom 6 (C): -0.099

=====

Result of the stability comparison: entry x is the least stable of them.

=====

Entry w
This record from OMol25 describes 2 unconnected molecules or ions with the total composition H3NOP2. The level of theory is ωB97M-V with the def2-TZVPD basis set.

HOMO-LUMO gap (spin up / spin down): 0.2934 / 0.2958 Ha
E_HOMO (spin up / spin down): -9.21 / -8.96 eV

Positions of all 7 atoms, in Å:
N 2.6760 -0.2951 0.1655
O 3.8804 -0.1835 0.1238
P -0.1333 -1.0828 -0.3012
P 1.3804 0.4607 -0.3235
H 0.5903 -1.9050 0.5946
H -0.8373 -0.4820 0.9770
H 0.3157 1.7280 -1.6062

Atomic partial charges in e from the Löwdin method, atoms 1 to 6: atom 1 (N): -0.522, atom 2 (O): -0.071, atom 3 (P): 0.423, atom 4 (P): 0.467, atom 5 (H): -0.175, atom 6 (H): -0.090

=====

Entry x
This record from OMol25 describes H3NOP2 in the gas phase. The level of theory is ωB97M-V with the def2-TZVPD basis set.

HOMO-LUMO gap (spin up / spin down): 0.3117 / 0.3116 Ha
E_HOMO (spin up / spin down): -9.21 / -9.21 eV
SMILES string: O=N[PH]#[PH2]

Positions of all 7 atoms, in Å:
O -1.7442 0.9988 0.2047
N -1.6997 -0.2464 0.3050
P -0.2763 -0.9782 -0.1771
P 1.4368 0.2388 0.0488
H -0.1749 -1.8181 0.9188
H 0.6911 1.6804 0.0069
H 1.7672 0.1247 -1.3071

Atomic partial charges in e from the Löwdin method, atoms 1 to 6: atom 1 (O): -0.193, atom 2 (N): -0.399, atom 3 (P): 0.494, atom 4 (P): 0.439, atom 5 (H): -0.104, atom 6 (H): -0.045

=====

Result of the stability comparison: entry w is the least stable of them.

=====

Entry w
This record from OMol25 describes C19H17F4NO5 in the gas phase. The level of theory is ωB97M-V with the def2-TZVPD basis set.

HOMO-LUMO gap: 0.3413 Ha
E_HOMO: -8.89 eV
SMILES string: O=C(O)c1cccc(NC(=O)[C@@H]2[C@@H](C(=O)OCC(F)(F)C(F)F)[C@H]3C=C[C@@H]2C3)c1

Positions of all 46 atoms, in Å:
O -6.8250 -0.2118 -2.1390
C -6.8650 -0.7705 -1.0701
O -7.9618 -1.4176 -0.6485
C -5.7446 -0.8173 -0.1056
C -5.8574 -1.4567 1.1263
C -4.7727 -1.4648 1.9835
C -3.5824 -0.8500 1.6353
C -3.4650 -0.2098 0.4026
N -2.2960 0.4317 -0.0147
C -1.1005 0.5413 0.6302
O -0.8608 0.0789 1.7230
C -0.0960 1.3653 -0.1624
C 1.3413 1.1627 0.3395
C 2.2585 0.6226 -0.7187
O 1.9721 0.3713 -1.8556
O 3.5092 0.4743 -0.2206
C 4.4846 -0.0773 -1.0730
C 4.7414 -1.5464 -0.7178
F 5.7962 -2.0032 -1.4433
F 3.6935 -2.3297 -1.0618
C 5.0561 -1.7986 0.7762
F 6.0300 -0.9612 1.1817
F 3.9776 -1.5602 1.5381
C 1.7662 2.5884 0.8043
C 1.8255 3.4209 -0.4518
C 0.5801 3.5959 -0.8740
C -0.3306 2.8863 0.0946
C 0.4432 3.0728 1.4038
C -4.5530 -0.1972 -0.4626
H -8.6573 -1.3533 -1.3213
H -6.7841 -1.9361 1.3971
H -4.8496 -1.9575 2.9409
H -2.7416 -0.8638 2.3083
H -2.3586 0.8496 -0.9336
H -0.1702 1.1278 -1.2264
H 1.3569 0.4825 1.1965
H 4.1480 -0.0286 -2.1166
H 5.4170 0.4772 -0.9370
H 5.3867 -2.8365 0.9370
H 2.6484 2.5955 1.4366
H 2.7376 3.7410 -0.9202
H 0.2418 4.0838 -1.7690
H -1.3765 3.1848 0.0825
H 0.4827 4.1126 1.7239
H 0.0796 2.4448 2.2142
H -4.4949 0.2900 -1.4255

Atomic partial charges in e from the Löwdin method, atoms 1 to 6: atom 1 (O): 0.105, atom 2 (C): -0.488, atom 3 (O): 0.109, atom 4 (C): -0.137, atom 5 (C): -0.021, atom 6 (C): -0.056

=====

Entry x
This record from OMol25 describes C19H17F4NO5 in the gas phase. The level of theory is ωB97M-V with the def2-TZVPD basis set.

HOMO-LUMO gap: 0.3380 Ha
E_HOMO: -8.66 eV
SMILES string: O=C(O)c1cccc(NC(=O)[C@@H]2[C@@H](C(=O)OCC(F)(F)C(F)F)[C@H]3C=C[C@@H]2C3)c1

Positions of all 46 atoms, in Å:
O 0.8989 0.1176 -7.8317
C 1.2211 -0.0282 -6.6778
O 2.5052 -0.0373 -6.2959
C 0.2695 -0.2103 -5.5581
C -1.0930 -0.2206 -5.8467
C -2.0058 -0.3886 -4.8225
C -1.5672 -0.5444 -3.5208
C -0.2028 -0.5354 -3.2260
N 0.1691 -0.6975 -1.8906
C 1.4168 -0.7191 -1.3415
O 2.4556 -0.5978 -1.9462
C 1.3288 -0.8981 0.1709
C 0.7668 0.3757 0.8523
C -0.6525 0.1936 1.3080
O -1.4624 -0.4897 0.7332
O -0.9405 0.9286 2.3934
C -2.2474 0.8341 2.9183
C -2.2014 0.2419 4.3302
F -1.6163 -0.9782 4.3245
F -3.4695 0.0448 4.7725
C -1.4779 1.1230 5.3761
F -0.1757 1.2479 5.0788
F -2.0122 2.3590 5.3639
C 1.8223 0.6828 1.9451
C 1.8080 -0.4863 2.8996
C 2.3374 -1.5263 2.2689
C 2.6960 -1.0753 0.8748
C 3.0964 0.3784 1.1479
C 0.7205 -0.3673 -4.2517
H 3.0794 0.0835 -7.0678
H -1.4101 -0.0972 -6.8703
H -3.0640 -0.3991 -5.0356
H -2.2800 -0.6760 -2.7187
H -0.6063 -0.8085 -1.2441
H 0.6822 -1.7574 0.3723
H 0.7478 1.2090 0.1391
H -2.6886 1.8340 2.9700
H -2.8584 0.1775 2.2853
H -1.5778 0.6982 6.3868
H 1.7198 1.6664 2.3932
H 1.3931 -0.4427 3.8881
H 2.4411 -2.5355 2.6211
H 3.3957 -1.6883 0.3157
H 3.9974 0.4540 1.7529
H 3.2085 0.9690 0.2413
H 1.7759 -0.3603 -4.0379

Atomic partial charges in e from the Löwdin method, atoms 1 to 6: atom 1 (O): 0.104, atom 2 (C): -0.488, atom 3 (O): 0.114, atom 4 (C): -0.128, atom 5 (C): -0.019, atom 6 (C): -0.067

=====

Result of the stability comparison: entry w is the least stable of them.

=====

Entry w
This record from OMol25 describes 2 unconnected molecules or ions with the total composition C3H8NO2P. The level of theory is ωB97M-V with the def2-TZVPD basis set.

HOMO-LUMO gap (spin up / spin down): 0.2864 / 0.2766 Ha
E_HOMO (spin up / spin down): -7.00 / -7.36 eV

Positions of all 15 atoms, in Å:
C -1.4745 3.1473 -0.0634
C -1.1298 -1.8454 0.0971
C 3.0137 -1.2611 -0.2825
N -0.4150 2.8661 -0.6626
O -0.5955 -0.6392 0.5979
O 1.7760 -1.0461 0.0284
P 0.6932 0.1342 -0.0317
H -1.5615 3.6565 0.9036
H -0.9593 -1.9503 -0.9761
H -2.2005 -1.8301 0.2971
H -0.6748 -2.6935 0.6141
H 3.3769 -2.2656 -0.1572
H 3.6586 -0.4675 -0.6168
H -2.4122 2.8691 -0.5235
H 0.4403 3.1585 -0.1929

Atomic partial charges in e from the Löwdin method, atoms 1 to 6: atom 1 (C): -0.159, atom 2 (C): -0.168, atom 3 (C): -0.122, atom 4 (N): -0.037, atom 5 (O): -0.489, atom 6 (O): -0.438

=====

Entry x
This record from OMol25 describes a molecular structure, C3H8NO2P. The level of theory is ωB97M-V with the def2-TZVPD basis set.

HOMO-LUMO gap: 0.3726 Ha
E_HOMO: -9.44 eV

Positions of all 15 atoms, in Å:
C -0.5239 -0.7244 -0.0887
C 0.7420 -1.5426 -0.3795
C 0.1005 0.4354 0.6552
N -0.4593 1.7575 0.4395
O 2.0343 0.7276 -1.3030
O 3.0150 -0.1335 0.8803
P 1.8255 0.0072 0.0702
H -1.0100 -0.3889 -1.1152
H -1.2001 -1.2519 0.4178
H 0.8563 -2.3424 0.4832
H 0.7790 -1.9692 -1.3154
H 0.1711 0.2618 1.6589
H -1.4569 1.8566 0.6471
H 1.6478 1.5997 -1.2253
H 0.0568 2.4479 0.8785

Atomic partial charges in e from the Löwdin method, atoms 1 to 6: atom 1 (C): -0.236, atom 2 (C): -0.180, atom 3 (C): -0.427, atom 4 (N): 0.019, atom 5 (O): -0.120, atom 6 (O): -0.292

=====

Result of the stability comparison: entry w is the least stable of them.

=====

Entry w
This record from OMol25 describes a molecular structure, C3H4NP. The level of theory is ωB97M-V with the def2-TZVPD basis set.

HOMO-LUMO gap: 0.3665 Ha
E_HOMO: -9.43 eV

Positions of all 9 atoms, in Å:
C 1.1016 -0.3133 -0.3052
C 0.0328 -1.1036 -0.2068
C -0.4338 1.2864 0.0295
N 0.8090 1.0074 -0.0284
P -1.4958 -0.2113 -0.1192
H 2.1337 -0.3873 -0.3148
H -0.0405 -2.4391 -0.6404
H -0.9321 2.2216 0.2999
H -1.1748 -0.0608 1.2854

Atomic partial charges in e from the Löwdin method, atoms 1 to 6: atom 1 (C): -0.275, atom 2 (C): -0.423, atom 3 (C): -0.406, atom 4 (N): -0.053, atom 5 (P): 0.854, atom 6 (H): 0.075

=====

Entry x
This record from OMol25 describes C3H4NP in the gas phase. The level of theory is ωB97M-V with the def2-TZVPD basis set.

HOMO-LUMO gap: 0.3395 Ha
E_HOMO: -10.07 eV
SMILES string: [H]/P=C(\C)C#N

Positions of all 9 atoms, in Å:
H -0.1737 1.9895 -0.9130
P 1.1171 1.7015 -0.5325
C 0.6709 0.2356 0.0609
C -1.0933 -0.3982 -0.0569
C 1.5187 -0.7943 0.5647
N 2.1677 -1.6537 0.9988
H -1.2558 -0.3281 -1.1150
H -1.1776 -1.2378 0.6296
H -1.7739 0.4856 0.3633

Atomic partial charges in e from the Löwdin method, atoms 1 to 6: atom 1 (H): -0.155, atom 2 (P): 0.877, atom 3 (C): -0.628, atom 4 (C): -0.032, atom 5 (C): -0.351, atom 6 (N): 0.141

=====

Result of the stability comparison: entry w is the least stable of them.

=====

Entry w
This record from OMol25 describes 2 unconnected molecules or ions with the total composition C5H12. The level of theory is ωB97M-V with the def2-TZVPD basis set.

HOMO-LUMO gap: 0.3182 Ha
E_HOMO: -8.15 eV

Positions of all 17 atoms, in Å:
C -0.6091 1.9703 -0.1889
C -0.4613 0.8516 0.8398
C 0.7781 0.0547 0.7863
C 0.2463 -1.0408 -1.9260
C 0.6472 -1.2589 1.4676
H -0.8649 1.5592 -1.1719
H -1.4021 2.6709 0.0929
H 0.3302 2.5213 -0.2915
H -1.4027 0.2847 0.9690
H -0.2565 1.3041 1.8371
H 0.8563 -0.4639 -1.2123
H 0.7243 -2.0097 -2.0947
H -0.7618 -1.1920 -1.5262
H 0.1921 -0.4847 -2.8651
H -0.3428 -1.5584 1.8439
H 1.0067 -2.0344 0.7827
H 1.3739 -1.2813 2.2866

Atomic partial charges in e from the Löwdin method, atoms 1 to 6: atom 1 (C): -0.120, atom 2 (C): -0.348, atom 3 (C): -0.062, atom 4 (C): -0.050, atom 5 (C): -0.170, atom 6 (H): 0.060

=====

Entry x
This record from OMol25 describes C5H12 in the gas phase. The level of theory is ωB97M-V with the def2-TZVPD basis set.

HOMO-LUMO gap: 0.4243 Ha
E_HOMO: -10.63 eV
SMILES string: CC(C)(C)C

Positions of all 17 atoms, in Å:
C -1.1428 0.9320 0.6082
C -0.0037 -0.0205 -0.0099
C 0.3123 0.6268 -1.4137
C -0.4910 -1.4345 -0.1436
C 1.2788 -0.0155 0.9161
H -0.8998 2.0031 0.5951
H -2.1321 0.8678 -0.0116
H -1.3377 0.4883 1.6136
H -0.3172 0.1665 -2.1546
H 0.4160 1.6497 -1.4309
H 1.3359 0.3404 -1.7553
H 0.2303 -2.0823 -0.6856
H -0.5081 -1.8685 0.8125
H -1.5142 -1.5112 -0.4488
H 2.1908 -0.6357 0.6278
H 1.5777 1.0505 1.0255
H 1.0049 -0.5569 1.8551

Atomic partial charges in e from the Löwdin method, atoms 1 to 6: atom 1 (C): -0.066, atom 2 (C): -0.618, atom 3 (C): -0.066, atom 4 (C): -0.093, atom 5 (C): -0.075, atom 6 (H): 0.066

=====

Result of the stability comparison: entry w is the least stable of them.

=====

Entry w
This record from OMol25 describes 2 unconnected molecules or ions with the total composition C5H12. The level of theory is ωB97M-V with the def2-TZVPD basis set.

HOMO-LUMO gap: 0.3989 Ha
E_HOMO: -9.68 eV
SMILES string: C=CC.CC

Positions of all 17 atoms, in Å:
C -1.8233 -0.4687 -1.2500
C -1.7441 0.6145 -0.4959
C -1.9901 0.5983 0.9905
H -1.7918 -0.4274 -2.3331
H -2.0453 -1.4252 -0.7848
H -1.5254 1.5801 -0.9453
H -1.0840 0.9334 1.5015
H -2.1974 -0.4283 1.2785
H -2.8167 1.2198 1.3328
C 2.5513 0.3344 -0.0058
C 1.7102 -0.9117 0.1594
H 2.0380 1.2373 0.3549
H 3.5166 0.3201 0.5225
H 2.8406 0.5484 -1.0414
H 1.9609 -1.7388 -0.5039
H 0.6544 -0.6627 0.0451
H 1.7460 -1.3234 1.1749

Atomic partial charges in e from the Löwdin method, atoms 1 to 6: atom 1 (C): -0.031, atom 2 (C): -0.258, atom 3 (C): -0.114, atom 4 (H): 0.053, atom 5 (H): 0.060, atom 6 (H): 0.092

=====

Entry x
This record from OMol25 describes 2 unconnected molecules or ions with the total composition C5H12. The level of theory is ωB97M-V with the def2-TZVPD basis set.

HOMO-LUMO gap: 0.4196 Ha
E_HOMO: -10.24 eV
SMILES string: C=C.CCC

Positions of all 17 atoms, in Å:
C -0.5499 3.0956 -1.4894
C -1.5159 2.3844 -0.9356
H 0.1431 2.7010 -2.2258
H -0.4660 4.1737 -1.4221
H -1.4585 1.3014 -0.9325
H -2.2706 2.7272 -0.2396
C 0.0575 -1.3017 -0.5361
C 0.1127 -1.8658 0.8672
C 1.3575 -1.3576 1.6023
H -0.3328 -0.2841 -0.4754
H -0.5945 -1.8850 -1.1925
H 1.0336 -1.3065 -1.0232
H 0.0449 -2.9511 0.9611
H -0.7505 -1.5204 1.4506
H 1.2245 -1.1723 2.6769
H 2.0696 -2.1820 1.8074
H 1.8953 -0.5570 1.1065

Atomic partial charges in e from the Löwdin method, atoms 1 to 6: atom 1 (C): -0.075, atom 2 (C): -0.076, atom 3 (H): 0.046, atom 4 (H): 0.042, atom 5 (H): 0.016, atom 6 (H): 0.047

=====

Result of the stability comparison: entry x is the least stable of them.

=====

Entry w
This record from OMol25 describes C5H8FN in the gas phase. The level of theory is ωB97M-V with the def2-TZVPD basis set.

HOMO-LUMO gap: 0.3880 Ha
E_HOMO: -9.55 eV
SMILES string: C[C@]1(F)C=NCC1

Positions of all 15 atoms, in Å:
C -1.3008 -0.0855 -0.7933
C -0.4764 0.7984 0.1103
F -1.3088 1.7259 0.7734
C 0.7814 1.4210 -0.7893
N 1.7946 0.7393 -0.5823
C 1.6685 -0.1962 0.4590
C 0.3011 0.0025 1.1256
H -0.6428 -0.6671 -1.2651
H -1.5928 0.4275 -1.6631
H -2.1081 -0.5878 -0.2336
H 0.6047 2.2776 -1.5429
H 2.4261 -0.1260 1.2196
H 1.8544 -1.0928 -0.1021
H -0.1409 -0.9576 1.3700
H 0.3836 0.3340 2.0840

Atomic partial charges in e from the Löwdin method, atoms 1 to 6: atom 1 (C): -0.010, atom 2 (C): -0.428, atom 3 (F): -0.017, atom 4 (C): -0.047, atom 5 (N): 0.020, atom 6 (C): -0.215

=====

Entry x
This record from OMol25 describes 2 unconnected molecules or ions with the total composition C5H8FN. The level of theory is ωB97M-V with the def2-TZVPD basis set.

HOMO-LUMO gap (spin up / spin down): 0.3486 / 0.3453 Ha
E_HOMO (spin up / spin down): -9.96 / -9.93 eV

Positions of all 15 atoms, in Å:
C 0.8559 0.5325 -0.4755
C 2.0279 0.3267 -0.5521
C -1.2312 -0.0536 1.7899
C -0.4677 1.0219 -0.4557
C -1.3115 -0.0192 0.2507
N 3.3016 -1.5569 -2.4300
F 2.2641 -2.1288 -2.0483
H -1.6604 -0.9518 2.2923
H -1.4825 0.8236 2.2598
H -0.1523 -0.2481 1.9738
H -0.8400 1.1269 -1.4456
H -0.5813 1.9493 0.0363
H -1.1749 -0.9268 -0.2988
H -2.3629 0.1863 -0.0931
H 2.8151 -0.0819 -0.8035

Atomic partial charges in e from the Löwdin method, atoms 1 to 6: atom 1 (C): -0.133, atom 2 (C): 0.134, atom 3 (C): -0.084, atom 4 (C): -0.232, atom 5 (C): -0.270, atom 6 (N): 0.114

=====

Result of the stability comparison: entry x is the least stable of them.